1.
{
  "formula": "C44H36BrLaN4O4P",
  "method": "wB97M-V/def2-TZVPD",
  "species": ["La", "C", "N", "C", "C", "C", "C", "C", "C", "N", "C", "C", "C", "C", "C", "C", "N", "C", "C", "C", "C", "C", "N", "H", "H", "H", "H", "H", "H", "H", "H", "H", "H", "H", "H", "H", "H", "H", "H", "H", "H", "O", "C", "O", "C", "C", "C", "C", "C", "C", "P", "C", "C", "C", "C", "C", "C", "C", "C", "C", "C", "C", "C", "H", "H", "H", "H", "H", "H", "H", "H", "H", "H", "H", "H", "H", "H", "Br", "C", "C", "C", "C", "C", "C", "C", "O", "O", "H", "H", "H", "H"],
  "xyz": [[-0.099988, 0.823946, -0.688287], [2.263541, 3.527453, -0.226124], [1.592449, 2.897986, -1.370274], [0.845847, 3.920536, -2.113967], [-0.111788, 3.363321, -3.137813], [-0.333426, 4.026671, -4.336305], [-1.257280, 3.507225, -5.226806], [-1.915744, 2.332022, -4.902651], [-1.623228, 1.725016, -3.692707], [-0.754078, 2.238223, -2.822856], [2.565660, 2.187977, -2.208758], [3.204720, 1.035719, -1.461117], [4.477501, 0.585225, -1.786434], [5.010383, -0.481756, -1.085507], [4.269446, -1.058535, -0.064545], [3.015491, -0.541902, 0.205954], [2.492944, 0.478162, -0.476135], [1.332706, 3.750383, 0.934420], [1.316662, 4.960436, 1.613044], [0.491632, 5.101149, 2.717438], [-0.296718, 4.028430, 3.097168], [-0.229343, 2.862893, 2.350892], [0.571134, 2.711275, 1.298583], [2.732185, 4.475207, -0.522357], [3.062659, 2.865233, 0.112835], [1.531886, 4.623675, -2.611304], [0.267602, 4.494117, -1.380057], [0.210718, 4.931168, -4.564525], [-1.450664, 4.006251, -6.164735], [-2.631795, 1.884066, -5.573910], [-2.096775, 0.793558, -3.403689], [3.352267, 2.867902, -2.569074], [2.044661, 1.790128, -3.087051], [5.033965, 1.061650, -2.580198], [5.993531, -0.855784, -1.329134], [4.651573, -1.888338, 0.509677], [2.395685, -0.960174, 0.992343], [1.943033, 5.775159, 1.278019], [0.460868, 6.032592, 3.263568], [-0.963136, 4.086870, 3.944152], [-0.855286, 2.015979, 2.609222], [-2.320106, 0.070947, -0.607057], [-2.575175, 0.994321, 0.223748], [-2.075873, 2.137834, 0.095153], [-3.251083, 0.628133, 1.513630], [-4.479398, 1.156517, 1.881407], [-5.027971, 0.827863, 3.112151], [-4.334561, -0.000457, 3.980480], [-3.098142, -0.513297, 3.619809], [-2.545088, -0.216901, 2.379611], [-0.921903, -0.867593, 1.814410], [0.026680, -1.148598, 3.343387], [1.056433, -0.257447, 3.637239], [1.813033, -0.409118, 4.788256], [1.553849, -1.463127, 5.648424], [0.540546, -2.365658, 5.355399], [-0.217122, -2.212806, 4.208315], [-1.346299, -2.555307, 1.278818], [-2.641663, -2.906757, 0.919690], [-2.909543, -4.181235, 0.442250], [-1.888141, -5.106649, 0.311936], [-0.590105, -4.755390, 0.654935], [-0.319731, -3.486301, 1.130709], [-5.001118, 1.821672, 1.207729], [-5.991610, 1.226348, 3.397136], [-4.755598, -0.246671, 4.945059], [-2.560752, -1.144483, 4.313410], [1.274547, 0.558044, 2.953676], [2.609007, 0.289304, 5.006788], [2.144832, -1.588196, 6.544176], [0.343915, -3.193496, 6.021403], [-0.993037, -2.931383, 3.975027], [-3.446988, -2.190724, 1.009219], [-3.922710, -4.448241, 0.176371], [-2.099505, -6.100967, -0.057330], [0.212441, -5.471255, 0.546760], [0.698212, -3.217524, 1.384486], [2.970087, -2.180295, -3.903721], [1.377981, -3.202209, -3.740551], [1.307598, -4.438413, -4.363156], [0.164088, -5.206251, -4.212185], [-0.887914, -4.752013, -3.429709], [-0.798625, -3.524296, -2.796944], [0.330050, -2.730661, -2.966087], [0.389743, -1.411623, -2.269940], [0.489090, -0.329499, -2.893376], [0.311330, -1.441621, -1.008539], [2.140341, -4.794179, -4.953006], [0.102884, -6.168113, -4.702135], [-1.773057, -5.359456, -3.302944], [-1.595368, -3.173886, -2.155307]],
  "forces_ev_per_a": [[1.36, 1.83, -0.23], [0.08, 0.00, 0.05], [0.00, -0.03, -0.02], [0.03, 0.10, -0.05], [0.02, 0.05, -0.08], [0.03, -0.06, 0.09], [-0.03, -0.08, 0.06], [0.06, -0.03, 0.09], [-0.11, 0.05, -0.12], [0.07, 0.12, -0.08], [0.05, 0.01, -0.14], [0.16, -0.01, 0.04], [-0.15, 0.06, 0.00], [-0.09, 0.00, 0.07], [-0.06, 0.08, 0.01], [0.17, -0.14, -0.02], [0.34, -0.01, -0.12], [0.07, 0.13, 0.06], [0.00, -0.11, -0.03], [-0.05, -0.11, -0.01], [0.05, -0.01, -0.05], [-0.15, 0.04, 0.20], [0.01, 0.02, -0.21], [-0.01, -0.03, 0.00], [-0.04, 0.05, -0.02], [-0.04, -0.04, 0.09], [0.04, -0.03, -0.05], [0.04, 0.05, -0.01], [-0.02, 0.03, -0.06], [-0.04, -0.02, -0.03], [-0.01, 0.03, 0.00], [-0.05, -0.04, 0.00], [0.02, 0.01, 0.04], [0.03, 0.04, -0.05], [0.07, -0.03, -0.01], [0.01, -0.04, 0.03], [0.02, -0.02, -0.03], [0.02, 0.02, -0.02], [-0.01, 0.05, 0.03], [-0.03, 0.00, 0.03], [0.01, 0.04, 0.00], [-1.16, -0.50, -0.11], [-0.53, 0.04, 0.37], [-0.40, 0.19, 0.22], [0.00, 0.08, 0.00], [0.03, -0.02, 0.00], [0.01, 0.02, -0.06], [-0.01, -0.02, 0.03], [0.00, 0.00, 0.02], [0.00, 0.02, -0.04], [-0.20, -0.25, 0.41], [-0.02, 0.08, -0.11], [-0.02, 0.05, -0.08], [0.07, 0.03, 0.03], [0.00, -0.01, 0.03], [0.02, -0.03, 0.05], [-0.04, -0.06, -0.02], [0.01, 0.04, -0.05], [0.02, 0.06, 0.03], [-0.05, -0.05, -0.03], [-0.02, -0.04, -0.01], [0.04, -0.04, 0.02], [-0.02, 0.02, 0.01], [-0.02, 0.03, -0.04], [-0.03, 0.02, 0.00], [-0.02, -0.01, 0.04], [0.01, -0.02, 0.03], [-0.03, -0.02, 0.03], [0.03, 0.02, 0.02], [0.03, -0.01, 0.05], [0.00, -0.04, 0.04], [0.00, -0.02, -0.01], [-0.02, 0.02, 0.01], [-0.05, -0.02, -0.02], [-0.01, -0.03, -0.01], [0.04, -0.03, -0.01], [0.03, 0.01, 0.01], [0.03, -0.05, -0.03], [-0.01, -0.01, -0.08], [0.06, 0.07, 0.02], [-0.02, 0.00, 0.00], [-0.01, 0.00, 0.01], [0.06, -0.05, -0.01], [0.04, 0.05, -0.17], [0.23, -0.47, -0.11], [-0.03, 0.11, -0.17], [0.11, -1.11, 0.23], [0.01, 0.00, 0.00], [0.00, -0.02, -0.01], [-0.02, -0.02, 0.00], [-0.06, 0.03, 0.05]],
  "charge": 1,
  "e_lumo_ev": -1.973,
  "homo_lumo_gap_ev": 8.74,
  "de_lowest_kcal_mol": 2.3,
  "spin_multiplicity": 1
}


2.
{
  "formula": "H6O3",
  "method": "wB97M-V/def2-TZVPD",
  "species": ["O", "H", "H", "O", "H", "H", "O", "H", "H"],
  "xyz": [[-0.209916, -0.629494, 1.121832], [0.619101, -0.285216, 0.789502], [-0.257034, -0.312600, 2.023829], [-2.026932, -0.253635, -0.891331], [-2.772803, 0.191769, -0.489419], [-1.411635, -0.389236, -0.170736], [1.901226, 0.539239, -0.422936], [2.726779, 0.225991, -0.792496], [1.431214, 0.913184, -1.168244]],
  "forces_ev_per_a": [[-0.75, -0.48, 0.40], [1.05, 0.40, -0.73], [-0.04, 0.11, 0.28], [-0.76, 0.01, -0.86], [-0.12, 0.11, 0.05], [0.70, -0.11, 0.66], [-0.66, -0.13, 1.41], [0.99, -0.34, -0.40], [-0.41, 0.42, -0.81]],
  "charge": -1,
  "e_lumo_ev": [4.068, 4.036],
  "homo_lumo_gap_ev": [2.98, 10.98],
  "de_lowest_kcal_mol": 3.8,
  "spin_multiplicity": 2
}